2 unconnected molecules or ions with the total composition CH4O2 in a non-equilibrium geometry, computed with ωB97M-V with the def2-TZVPD basis set.

Properties
**Orbital gap**: 10.927 eV
**Calculated total energy**: -190.93957 Ha
**Energy above the lowest of the compared OMol25 structures with the same formula, charge and spin**: 0.294 eV
**Molar mass**: 48.04 g mol⁻¹
**HOMO energy**: -10.82 eV

The geometry in XYZ format:
```
7
CH4O2 | the OMol25 dataset | ωB97M-V with the def2-TZVPD basis set
C -0.9631 1.3173 0.1231
O -0.6709 0.1270 0.2999
H -1.4449 1.7696 -0.7563
H -0.8658 1.9321 1.0453
O 1.6632 -1.8331 -0.0631
H 1.1874 -2.2796 -0.7637
H 1.0941 -1.0333 0.1148
```

---

16 unconnected molecules or ions with the total composition C19H66F3N30O17 in a non-equilibrium geometry, computed with ωB97M-V with the def2-TZVPD basis set.

Properties
**Orbital gap**: 5.457 eV
**Calculated total energy**: -3985.11059 Ha
**Charge**: -1
**Energy above the lowest of the compared OMol25 structures with the same formula, charge and spin**: 15.248 eV
**Molar mass**: 1043.92 g mol⁻¹
**HOMO energy**: -4.20 eV

The geometry in XYZ format:
```
135
C19H66F3N30O17 | the OMol25 dataset | ωB97M-V with the def2-TZVPD basis set
C 0.1625 0.1172 -0.2334
O 1.2086 0.2957 0.7969
O 0.2480 -1.2052 -0.6153
C -1.1947 0.7202 0.1253
F -2.0088 0.6102 -0.9042
F -1.9510 0.2117 1.0940
F -1.2777 1.9742 0.3406
C 1.6721 1.4592 1.3392
C 1.9969 1.0751 2.8383
H 1.1694 0.6056 3.3702
H 2.6811 0.2280 2.7906
H 2.1690 1.9788 3.4230
H 0.9872 2.2835 1.1402
H 2.5670 1.8000 0.8185
H 0.5838 0.7273 -1.0324
C -2.6300 -4.7366 -7.0458
O -2.9312 -4.9440 -8.1730
N -2.2888 -5.6324 -6.0620
N -2.7743 -3.5599 -6.5792
H -1.9542 -5.1383 -5.2471
H -2.1048 -6.6163 -6.1972
H -3.0258 -2.8395 -7.2410
H -2.6493 -3.3965 -5.5904
C -2.5108 8.1531 3.7778
O -2.6060 9.1471 4.5155
N -1.9106 6.9912 4.1615
N -2.9665 8.0284 2.6305
H -1.7161 6.9154 5.1497
H -1.9261 6.3327 3.3959
H -2.8309 7.3331 1.9105
H -3.5839 8.6914 2.1841
C -2.2951 7.5707 -3.9821
O -3.0771 6.9888 -4.7168
N -1.9027 8.7413 -4.1370
N -1.6223 6.9317 -3.0262
H -1.5302 9.1537 -3.2937
H -2.3343 9.2119 -4.9196
H -0.7518 7.2872 -2.6574
H -1.8403 5.9471 -3.0820
C 4.4890 -1.4466 -5.9719
O 5.3516 -1.5200 -6.8400
N 4.7457 -1.1967 -4.7165
N 3.1723 -1.5816 -6.1384
H 5.6337 -1.1729 -4.2359
H 3.9577 -1.4377 -4.1325
H 2.7756 -1.7202 -7.0568
H 2.5986 -1.6665 -5.3116
C -3.4194 -6.8528 0.6519
O -3.9468 -7.8866 1.0784
N -4.0028 -5.9418 -0.0794
N -2.1181 -6.8120 0.6840
H -4.8919 -6.1884 -0.4903
H -3.3881 -5.2534 -0.4897
H -1.6412 -5.9386 0.5112
H -1.7249 -7.6100 1.1623
C 5.4139 -7.1550 -3.3594
O 5.9175 -6.1628 -2.8091
N 4.1170 -7.2561 -3.4519
N 6.0539 -8.2112 -3.8233
H 3.6634 -8.1476 -3.5918
H 3.5554 -6.4331 -3.2862
H 5.4712 -8.8677 -4.3229
H 7.0329 -8.2090 -4.0718
C -10.5555 -4.5238 -3.2917
O -10.3433 -4.7891 -2.1871
N -9.7619 -3.7770 -3.9379
N -11.5205 -4.9867 -3.9712
H -9.8537 -3.8004 -4.9434
H -9.1660 -3.0771 -3.5194
H -11.8526 -4.3728 -4.7011
H -12.2430 -5.5314 -3.5225
C 9.3240 1.9522 -1.0320
O 8.8376 1.2844 -0.1504
N 10.1925 1.5608 -1.9146
N 9.0187 3.2048 -1.1558
H 10.3639 2.2892 -2.5930
H 10.6373 0.6587 -2.0061
H 9.6333 3.7237 -1.7666
H 8.2707 3.6499 -0.6435
C -5.4759 2.9908 6.8685
O -4.4128 2.6274 7.2524
N -6.2504 3.7950 7.5137
N -5.9219 2.6271 5.6955
H -6.1505 3.7717 8.5185
H -7.0766 4.0569 6.9952
H -6.7439 3.0999 5.3477
H -5.3376 1.9862 5.1780
C 9.9837 1.5304 7.1107
O 10.0207 1.7200 8.2522
N 8.9712 1.8622 6.3758
N 11.0446 1.2088 6.3529
H 8.0823 2.1836 6.7319
H 9.0111 1.5716 5.4093
H 11.8496 0.8593 6.8529
H 10.9627 0.8334 5.4189
C 4.7147 -5.3458 5.4373
O 4.8862 -5.5764 6.6541
N 5.6610 -4.8807 4.6433
N 3.6113 -5.5411 4.7867
H 6.4721 -4.6661 5.2056
H 5.5295 -4.7781 3.6472
H 2.8922 -5.7375 5.4682
H 3.4344 -5.2245 3.8441
C 2.6143 4.7547 9.7065
O 2.4737 5.5896 8.8574
N 1.9524 3.6863 9.8183
N 3.5970 4.6568 10.5007
H 1.1130 3.6314 9.2593
H 1.9179 3.1911 10.6979
H 4.3648 5.3029 10.6157
H 3.6271 3.7894 11.0171
C -0.0342 3.0887 -9.7217
O 1.1203 3.5330 -9.8127
N -0.3899 2.6105 -8.5573
N -0.9184 3.0375 -10.6632
H -1.3398 2.3407 -8.3452
H 0.2655 2.5733 -7.7897
H -1.8236 2.6658 -10.4131
H -0.7022 3.4232 -11.5713
C -2.1808 -3.5181 7.5191
O -1.6596 -4.5992 7.4586
N -2.1678 -2.6758 6.5472
N -2.5164 -2.9357 8.6684
H -1.7603 -3.0863 5.7193
H -1.9300 -1.7457 6.8609
H -2.3815 -3.4543 9.5245
H -3.0254 -2.0705 8.5565
C -7.4193 1.5041 -7.7817
O -6.4511 1.3989 -8.4456
N -8.5823 1.0362 -7.9507
N -7.4915 2.1748 -6.6633
H -9.3757 1.3658 -7.4198
H -8.7587 0.5094 -8.7942
H -6.6783 2.7680 -6.5803
H -8.2643 2.2392 -6.0161
```